DFT (ωB97M-V with the def2-TZVPD basis set) results for a molecular structure, C24H52BF4KN4O13.

```
99
Properties=species:S:1:pos:R:3
K -1.214 0.839 -0.279
B 0.907 -1.162 -0.510
F 1.430 -0.001 0.041
F 0.030 -1.704 0.356
F 0.287 -0.876 -1.750
F 1.990 -1.968 -0.733
C -4.944 2.957 3.887
C -4.759 1.447 3.553
O -3.535 1.021 4.182
C -2.368 0.919 3.544
O -2.190 1.120 2.306
O -1.452 0.473 4.421
C -0.206 -0.021 3.925
H -5.960 3.204 3.581
H -4.263 3.569 3.297
H -4.721 3.196 4.927
H -5.092 1.183 2.549
H -5.464 0.888 4.169
H -0.282 -0.790 3.155
H 0.273 -0.497 4.780
H 0.452 0.769 3.564
C -3.525 3.594 -6.505
C -3.386 2.856 -5.208
O -3.064 1.550 -5.500
C -2.150 0.878 -4.706
O -1.819 1.135 -3.575
O -1.618 -0.174 -5.396
C -0.504 -0.906 -4.962
H -4.062 3.042 -7.277
H -2.583 3.765 -7.026
H -4.110 4.512 -6.456
H -4.369 2.942 -4.745
H -2.604 3.389 -4.668
H 0.404 -0.337 -4.762
H -0.141 -1.617 -5.704
H -0.739 -1.464 -4.056
C 6.379 4.866 -0.840
C 5.519 5.136 -2.071
O 5.006 3.915 -2.584
C 3.825 3.452 -2.242
O 2.871 4.032 -1.658
O 3.628 2.251 -2.851
C 2.383 1.567 -2.870
H 7.210 4.240 -1.166
H 5.858 4.166 -0.185
H 6.859 5.716 -0.357
H 5.903 5.784 -2.858
H 4.634 5.654 -1.700
H 2.355 0.658 -3.471
H 1.644 2.282 -3.232
H 2.001 1.264 -1.895
C -0.858 -4.416 -4.583
O -2.060 -4.351 -4.524
N -0.057 -4.316 -3.542
C -0.601 -4.163 -2.091
C 1.447 -4.212 -3.707
H -0.264 -4.335 -5.507
H -0.240 -3.181 -1.785
H -0.310 -4.964 -1.410
H -1.685 -4.054 -2.064
H 1.742 -3.224 -4.059
H 1.921 -4.321 -2.732
H 1.844 -4.922 -4.433
C 3.703 3.552 1.803
O 4.270 4.600 2.068
N 3.367 2.555 2.668
C 2.600 1.447 2.038
C 3.584 2.599 4.081
H 3.503 3.253 0.762
H 3.192 0.841 1.352
H 1.751 1.952 1.578
H 2.175 0.772 2.781
H 3.866 1.612 4.449
H 4.298 3.369 4.375
H 2.631 2.843 4.549
C 2.142 -2.824 2.550
O 2.774 -1.935 3.024
N 1.636 -3.859 3.251
C 0.762 -4.828 2.551
C 1.715 -3.961 4.742
H 1.805 -2.979 1.514
H 0.809 -5.808 3.027
H 1.073 -5.087 1.539
H -0.258 -4.470 2.689
H 2.293 -3.144 5.175
H 0.717 -3.999 5.179
H 2.134 -4.896 5.113
C -2.649 -2.568 2.563
O -2.433 -2.899 3.760
N -3.810 -2.027 2.174
C -4.107 -1.826 0.708
C -4.925 -1.742 3.106
H -1.920 -2.660 1.743
H -3.167 -1.812 0.157
H -4.504 -0.821 0.560
H -4.765 -2.628 0.376
H -5.744 -2.458 3.173
H -4.657 -1.520 4.139
H -5.467 -0.897 2.682
```

Output
- spin multiplicity = 1
- strongest force on any atom (eV Å⁻¹) = 4.8
- Kohn-Sham gap (eV) = 8.195
- highest occupied orbital energy (Eh) = -0.3172